*A*
An isolated ion of composition C3H9N2 and charge +1, computed with wB97M-V/def2-TZVPD.

```
14
C3H9N2 wB97M-V/def2-TZVPD
C 0.86285 -0.10676 1.21374
C -1.05732 0.09462 -1.96493
C -0.24760 -0.61652 -0.80256
N 1.08908 0.54511 2.31759
N -0.02601 0.24451 0.30369
H 1.36290 -1.03305 1.13760
H -2.03860 0.30753 -1.53274
H -0.59711 0.97454 -2.44203
H -1.28828 -0.63281 -2.73378
H 0.62033 -1.05209 -1.18894
H -0.85361 -1.36083 -0.42472
H 1.71734 0.06821 2.96996
H 0.92190 1.46158 2.82852
H -0.46586 1.10595 0.31862
```

Properties
frontier orbital gap: 11.46 eV
net charge: +1
SMILES string: CC/[NH+]=C/N

Löwdin charges in e: number 1, C, carries -0.1119; number 2, C, carries -0.0348; number 3, C, carries -0.2000; number 4, N, carries 0.1750; number 5, N, carries 0.0791; number 6, H, carries 0.1621; number 7, H, carries 0.0784; number 8, H, carries 0.0883; number 9, H, carries 0.0781; number 10, H, carries 0.1108; number 11, H, carries 0.1019; number 12, H, carries 0.1382; number 13, H, carries 0.1902; number 14, H, carries 0.1447



*B*
An isolated ion of composition C3H9N2 and charge +1, computed with wB97M-V/def2-TZVPD.

```
14
C3H9N2 wB97M-V/def2-TZVPD
C 0.04237 0.59683 0.97438
N -0.79614 -0.18058 1.80280
H -0.26972 1.56960 1.19036
H 1.14379 0.33889 1.12382
H -0.49505 -1.14456 2.02118
H -1.20143 0.06049 2.64726
C 0.91047 -0.94467 -0.92202
C -0.80768 0.70249 -1.41611
N -0.17001 0.01991 -0.52094
H 0.85368 -1.89676 -0.36372
H 0.79857 -0.99930 -2.04049
H 1.79320 -0.23839 -0.89442
H -0.99784 1.75505 -1.24728
H -0.80422 0.36102 -2.35482
```

Properties
frontier orbital gap: 9.05 eV
net charge: +1
SMILES string: C=[N+](C)CN

Löwdin charges in e: number 1, C, carries -0.1434; number 2, N, carries 0.0352; number 3, H, carries 0.1138; number 4, H, carries 0.1421; number 5, H, carries 0.1079; number 6, H, carries 0.0674; number 7, C, carries 0.0194; number 8, C, carries 0.1950; number 9, N, carries -0.1038; number 10, H, carries 0.1169; number 11, H, carries 0.1122; number 12, H, carries 0.1314; number 13, H, carries 0.1339; number 14, H, carries 0.0720



*C*
A 2-piece molecular cluster, C3H9N2 overall, computed with wB97M-V/def2-TZVPD.

```
14
C3H9N2 wB97M-V/def2-TZVPD
C 0.24469 0.52288 -1.67565
C 0.95755 0.32255 -0.34372
C 0.21173 0.30467 0.71450
N -2.31111 -0.90621 1.50465
N 2.34878 0.03186 -0.31266
H 0.71779 0.03665 -2.52664
H 0.25684 1.59016 -1.89573
H -0.78182 0.16939 -1.55058
H 0.23222 0.44827 1.79317
H -1.61973 -0.81117 0.80469
H -2.99451 -0.17493 1.51867
H -2.71967 -1.80592 1.70261
H 2.84395 0.90970 -0.13872
H 2.61329 -0.63789 0.40540
```

Properties
frontier orbital gap: 5.53 eV
net charge: +1

Löwdin charges in e: number 1, C, carries 0.0201; number 2, C, carries -0.3959; number 3, C, carries 0.4100; number 4, N, carries 0.0610; number 5, N, carries 0.1876; number 6, H, carries 0.1095; number 7, H, carries 0.1050; number 8, H, carries 0.0934; number 9, H, carries 0.1341; number 10, H, carries -0.0540; number 11, H, carries 0.0275; number 12, H, carries 0.0427; number 13, H, carries 0.1365; number 14, H, carries 0.1225



Least stable of them? *C*.



*A*
An isolated ion of composition C3H9N2 and charge +1, computed with wB97M-V/def2-TZVPD.

```
14
C3H9N2 wB97M-V/def2-TZVPD
C 0.03133 -1.76465 -0.01675
C -0.07544 -0.78595 1.10131
N 0.19697 0.62412 0.59086
C -0.25739 1.02801 -0.55549
N 0.05078 2.21652 -1.05761
H 0.92563 -1.76350 -0.65046
H 0.14177 -2.77519 0.37997
H -0.89543 -1.85763 -0.58222
H -1.06176 -0.76789 1.55357
H 0.66780 -1.03086 1.85856
H 0.85600 1.19783 1.09532
H -0.83143 0.35819 -1.18084
H 0.56384 2.90764 -0.56159
H -0.31267 2.41337 -1.97463
```

Properties
frontier orbital gap: 11.81 eV
net charge: +1
SMILES string: CCNC=[NH2+]

Löwdin charges in e: number 1, C, carries -0.1054; number 2, C, carries -0.1625; number 3, N, carries 0.0815; number 4, C, carries -0.1329; number 5, N, carries 0.1958; number 6, H, carries 0.1009; number 7, H, carries 0.0921; number 8, H, carries 0.0826; number 9, H, carries 0.1268; number 10, H, carries 0.1286; number 11, H, carries 0.1663; number 12, H, carries 0.1625; number 13, H, carries 0.1287; number 14, H, carries 0.1350



*B*
An isolated ion of composition C3H9N2 and charge +1, computed with wB97M-V/def2-TZVPD.

```
14
C3H9N2 wB97M-V/def2-TZVPD
C -0.54233 -0.66267 -0.63411
N -1.58463 -0.24553 -1.73798
H -0.83662 -1.51857 -0.10986
H 0.41713 -1.07383 -1.06630
H -1.39825 -0.38984 -2.67616
H -2.51027 -0.64971 -1.46061
C 1.81592 0.01994 1.45621
C 0.98836 0.84916 0.82489
N -0.35870 0.49386 0.35536
H 1.74484 -1.04176 1.46501
H 2.72646 0.38765 1.86881
H 1.37598 1.83500 0.56676
H -0.73392 1.55709 -0.03624
H -1.10397 0.43920 1.18421
```

Properties
frontier orbital gap: 10.76 eV
net charge: +1
SMILES string: C=C[NH2+]CN

Löwdin charges in e: number 1, C, carries -0.1365; number 2, N, carries 0.0436; number 3, H, carries 0.0949; number 4, H, carries 0.1505; number 5, H, carries 0.0363; number 6, H, carries 0.0963; number 7, C, carries 0.0912; number 8, C, carries -0.1602; number 9, N, carries 0.0052; number 10, H, carries 0.0744; number 11, H, carries 0.0773; number 12, H, carries 0.1251; number 13, H, carries 0.2690; number 14, H, carries 0.2328



*C*
An isolated ion of composition C3H9N2 and charge +1, computed with wB97M-V/def2-TZVPD.

```
14
C3H9N2 wB97M-V/def2-TZVPD
C 0.06132 -0.13641 -2.33105
C 0.88370 0.15870 -1.02169
N -0.07336 0.52359 0.06992
C -0.30776 -0.38922 1.04257
N -0.53432 -0.08404 2.35888
H -0.89878 0.42174 -2.20562
H -0.07986 -1.14474 -2.38257
H 0.63754 0.14873 -3.30525
H 1.56857 0.98820 -1.17458
H 1.44259 -0.66698 -0.47318
H -0.92068 0.96686 -0.13833
H -0.09338 -1.46185 0.81219
H -0.74782 0.81877 2.65270
H -0.47804 -0.94599 3.07401
```

Properties
frontier orbital gap: 10.24 eV
net charge: +1
SMILES string: CCNC=[NH2+]

Löwdin charges in e: number 1, C, carries -0.0450; number 2, C, carries -0.1708; number 3, N, carries 0.0066; number 4, C, carries -0.0839; number 5, N, carries 0.1936; number 6, H, carries 0.0874; number 7, H, carries 0.0274; number 8, H, carries 0.1249; number 9, H, carries 0.1164; number 10, H, carries 0.1328; number 11, H, carries 0.1264; number 12, H, carries 0.1684; number 13, H, carries 0.1005; number 14, H, carries 0.2154



Least stable of them? *B*.